[1]
Molecular formula: C12H18INO2
Method: DFT, wB97M-V/def2-TZVPD

Last column: Löwdin charge in e.
Geometry (Å):
O -2.27 2.02 -3.17  -0.0320
C -2.08 1.39 -1.96  -0.2077
C -0.80 0.53 -1.88  -0.1215
N -0.26 -0.08 -2.96  0.0379
O -0.62 0.08 -4.29  -0.0680
C -0.24 0.16 -0.46  -0.3372
C -0.23 -1.40 -0.33  -0.0779
C 0.33 -1.87 1.05  -0.2783
C -0.34 -1.25 2.32  -0.1034
C -0.41 0.30 2.24  -0.2040
C 1.09 0.74 2.10  -0.2587
C 1.87 0.16 0.95  -0.7937
I 3.90 0.88 1.17  0.8729
C 1.73 -1.40 1.04  -0.2045
C 1.24 0.62 -0.40  -0.1645
C -0.96 0.79 0.79  -0.0784
H -1.77 1.57 -3.83  0.0379
H -1.88 2.28 -1.31  0.1312
H -2.96 0.93 -1.56  0.1121
H 0.01 -0.47 -4.83  0.1348
H 0.43 -1.84 -1.09  0.1222
H -1.25 -1.69 -0.53  0.1154
H 0.10 -2.94 1.12  0.1435
H 0.20 -1.45 3.34  0.1551
H -1.18 -1.80 2.27  0.0590
H -0.96 0.83 3.00  0.1248
H 1.61 0.38 2.99  0.0928
H 1.11 1.85 2.20  0.1172
H 2.25 -1.66 1.95  0.1038
H 2.26 -1.95 0.25  0.1225
H 1.74 0.15 -1.24  0.1064
H 1.34 1.68 -0.53  0.1091
H -0.94 1.89 0.78  0.1140
H -2.05 0.58 0.82  0.1173

Properties
**SMILES**: OC/C(=N\O)[C@@]12C[C@@H]3C[C@@H](C[C@@](I)(C3)C1)C2
**Calculated total energy**: -970.87071 Eh
**Strongest force on any atom**: 0.0997 hartree/bohr
**HOMO energy**: -9.35 eV
**Lowest unoccupied orbital energy**: 0.486 eV

***

[2]
Molecular formula: C12H18N2
Method: DFT, wB97M-V/def2-TZVPD

Last column: Löwdin charge in e.
Geometry (Å):
C -3.53 1.54 0.66  -0.1326
C -3.02 0.23 1.26  -0.2656
C -2.80 -0.77 0.15  -0.4796
N -4.13 -1.20 -0.28  0.0065
C -1.77 -0.44 -1.06  -0.1165
C -0.33 0.01 -0.76  -0.2281
C 0.10 1.35 -0.56  -0.0692
C 1.42 1.70 -0.44  -0.0493
C 2.32 0.68 -0.25  -0.2277
C 1.98 -0.66 -0.19  -0.1919
C 0.62 -0.97 -0.41  0.0017
C 3.05 -1.56 0.34  -0.1076
C 4.15 -0.47 0.82  -0.1466
N 3.80 0.83 -0.02  -0.0013
H -3.57 2.22 1.54  0.0599
H -3.06 2.09 -0.32  0.1134
H -4.62 1.37 0.38  0.0770
H -3.69 -0.12 2.09  0.1185
H -1.99 0.32 1.79  0.1272
H -2.19 -1.66 0.61  0.1381
H -4.52 -1.39 0.66  0.0741
H -4.02 -2.06 -0.93  0.1155
H -1.53 -1.48 -1.61  0.1396
H -2.35 0.29 -1.81  0.1399
H -0.49 2.18 -0.96  0.1055
H 1.60 2.83 -0.57  0.1417
H 0.29 -1.93 -0.12  0.1043
H 2.74 -2.09 1.19  0.0822
H 3.32 -2.17 -0.52  0.1120
H 5.19 -0.90 0.75  0.0977
H 3.91 -0.37 1.97  0.1268
H 4.14 1.67 0.59  0.1342

Properties
**SMILES**: CC[C@@H](N)Cc1ccc2c(c1)CCN2
**ΔE to the lowest compared entry with this formula, charge and spin**: 2.551 eV
**Calculated total energy**: -577.45553 Eh
**Strongest force on any atom**: 0.0791 hartree/bohr
**HOMO energy**: -7.95 eV
**Lowest unoccupied orbital energy**: 0.906 eV

***

[3]
Molecular formula: C12H18N2O3S
Method: DFT, wB97M-V/def2-TZVPD

Last column: Löwdin charge in e.
Geometry (Å):
C 6.19 -0.12 0.58  -0.1017
O 5.26 0.93 0.50  -0.0949
C 3.95 0.60 0.25  -0.2866
C 3.47 -0.69 0.05  -0.0270
C 2.12 -0.90 -0.21  -0.0263
C 1.21 0.16 -0.27  -0.2328
N -0.12 -0.06 -0.55  -0.1012
C -0.77 -1.31 -0.21  -0.1454
C -2.13 -1.07 0.43  -0.1840
N -3.01 -0.31 -0.44  -0.2347
S -4.16 0.57 0.43  0.6145
C -5.43 -0.69 0.68  -0.1157
O -3.65 0.97 1.71  -0.3039
O -4.69 1.59 -0.43  -0.2991
C -2.30 0.47 -1.44  -0.1771
C -1.01 1.03 -0.87  -0.1455
C 1.71 1.45 -0.07  -0.0186
C 3.05 1.66 0.18  -0.0042
H 6.27 -0.66 -0.37  0.0937
H 7.15 0.36 0.79  0.0911
H 5.96 -0.82 1.39  0.0937
H 4.12 -1.54 0.08  0.1018
H 1.79 -1.91 -0.39  0.1023
H -0.90 -1.94 -1.11  0.1277
H -0.15 -1.86 0.50  0.1216
H -2.00 -0.53 1.38  0.1175
H -2.60 -2.03 0.65  0.1218
H -6.29 -0.21 1.12  0.0670
H -5.67 -1.10 -0.29  0.0643
H -5.03 -1.45 1.34  0.0587
H -2.97 1.27 -1.75  0.1097
H -2.09 -0.17 -2.30  0.1307
H -0.52 1.68 -1.62  0.1310
H -1.25 1.64 0.01  0.1327
H 1.05 2.30 -0.10  0.1004
H 3.43 2.66 0.33  0.1183

Properties
**SMILES**: COc1ccc(N2CCN(S(C)(=O)=O)CC2)cc1
**ΔE to the lowest compared entry with this formula, charge and spin**: 2.915 eV
**Calculated total energy**: -1201.43975 Eh
**Strongest force on any atom**: 0.0193 hartree/bohr
**HOMO energy**: -7.30 eV
**Lowest unoccupied orbital energy**: 0.600 eV

***

[4]
Molecular formula: C12H18N6
Method: DFT, wB97M-V/def2-TZVPD

Last column: Löwdin charge in e.
Geometry (Å):
C -7.71 -1.45 -18.98  -0.0659
C -9.17 -1.50 -18.83  -0.2837
N -10.31 -1.55 -18.73  0.1277
H -7.44 -0.64 -19.65  0.0796
H -7.36 -2.40 -19.38  0.0708
H -7.24 -1.35 -18.00  0.0763
C -6.01 -9.82 -17.41  -0.0585
C -5.53 -9.85 -16.04  -0.2880
N -5.12 -9.87 -14.97  0.1276
H -6.39 -8.83 -17.63  0.0565
H -6.84 -10.52 -17.52  0.0880
H -5.22 -10.08 -18.10  0.0871
C -10.15 -4.47 -22.01  -0.0776
C -10.97 -5.48 -22.68  -0.2896
N -11.59 -6.31 -23.18  0.1234
H -9.74 -3.77 -22.74  0.0765
H -9.29 -5.03 -21.63  0.0521
H -10.68 -3.92 -21.24  0.0736
C -7.22 -6.14 -18.94  -0.1002
C -8.43 -6.74 -19.46  -0.2919
N -9.41 -7.20 -19.83  0.1429
H -7.01 -6.65 -18.01  0.0341
H -7.43 -5.11 -18.67  0.0621
H -6.40 -6.26 -19.64  0.0663
C -6.62 -3.46 -13.87  -0.0628
C -6.66 -4.41 -14.97  -0.2577
N -6.72 -5.18 -15.81  0.1668
H -5.88 -2.68 -14.04  0.0836
H -6.36 -3.97 -12.94  0.0877
H -7.59 -2.98 -13.75  0.0881
C -3.46 -6.50 -15.91  -0.0735
C -3.71 -6.56 -17.34  -0.2761
N -3.96 -6.58 -18.46  0.1393
H -4.14 -7.13 -15.35  0.0605
H -3.59 -5.47 -15.56  0.0721
H -2.43 -6.79 -15.71  0.0829

Properties
**SMILES**: CC#N.CC#N.CC#N.CC#N.CC#N.CC#N
**ΔE to the lowest compared entry with this formula, charge and spin**: 0.324 eV
**Calculated total energy**: -796.52437 Eh
**Strongest force on any atom**: 0.0212 hartree/bohr
**HOMO energy**: -11.21 eV
**Lowest unoccupied orbital energy**: -0.038 eV

***

[5]
Molecular formula: C12H18O3
Method: DFT, wB97M-V/def2-TZVPD

Last column: Löwdin charge in e.
Geometry (Å):
C 2.38 -0.56 2.05  -0.0749
O 1.72 -0.76 0.74  -0.1871
C 2.35 -0.32 -0.49  -0.5359
C 3.88 -0.38 -0.46  -0.0027
C 1.67 -0.93 -1.70  0.0117
O 2.06 1.14 -0.43  -0.1020
O 0.75 1.34 -0.83  -0.1352
C 0.00 1.76 0.37  -0.1713
C -1.44 2.07 0.00  -0.1142
C -2.33 0.79 0.10  -0.1804
C -3.72 0.89 0.05  -0.0577
C -4.50 -0.29 -0.10  -0.0797
C -3.78 -1.50 -0.09  -0.1544
C -2.42 -1.70 -0.09  -0.0946
C -1.68 -0.52 -0.01  -0.0281
H 2.98 0.55 2.11  0.1381
H 1.50 -0.61 2.78  0.1002
H 3.27 -1.24 2.23  0.0828
H 4.14 -1.42 -0.36  0.0862
H 4.24 0.02 -1.47  0.1211
H 4.22 0.37 0.25  0.0824
H 2.16 -1.91 -2.03  0.1228
H 1.72 -0.21 -2.53  0.1026
H 0.66 -1.11 -1.54  0.0351
H 0.05 0.97 1.22  0.1303
H 0.63 2.62 0.80  0.1407
H -1.62 2.42 -1.03  0.1298
H -1.94 2.75 0.65  0.1052
H -4.30 1.78 -0.07  0.0978
H -5.59 -0.36 -0.25  0.1085
H -4.47 -2.35 -0.23  0.0998
H -1.98 -2.73 0.27  0.1470
H -0.58 -0.55 0.12  0.0758

Properties
**SMILES**: COC(C)(C)OOCCc1ccccc1
**ΔE to the lowest compared entry with this formula, charge and spin**: 5.826 eV
**Calculated total energy**: -693.57974 Eh
**Strongest force on any atom**: 0.0708 hartree/bohr
**HOMO energy**: -8.71 eV
**Lowest unoccupied orbital energy**: 0.858 eV

***

[6]
Molecular formula: C12H19BrClN
Method: DFT, wB97M-V/def2-TZVPD

Last column: Löwdin charge in e.
Geometry (Å):
C 2.28 0.88 1.19  -0.0873
C 2.41 0.57 -0.32  -0.2546
C 1.42 -0.46 -0.85  -0.5984
Cl 2.04 -0.98 -2.48  0.6691
N 1.32 -1.73 -0.04  0.0546
C -0.12 -2.17 0.17  -0.1046
C -0.74 -1.73 1.51  -0.1548
C -2.07 -0.96 1.31  -0.1349
C -1.84 0.11 0.25  -0.2991
C -2.52 0.00 -0.95  -0.0733
C -2.27 0.93 -1.96  -0.0724
C -1.35 1.92 -1.71  -0.0891
C -0.69 2.05 -0.50  -0.1798
C -0.96 1.13 0.49  -0.0825
H 3.11 0.36 1.71  0.0749
H 2.43 1.94 1.41  0.0683
H 1.37 0.49 1.65  0.0329
H 3.45 0.34 -0.58  0.1044
H 2.18 1.50 -0.85  0.0870
H 0.43 -0.06 -1.04  0.0759
H 1.81 -1.69 0.86  0.1685
H 1.75 -2.50 -0.56  0.1376
H -0.73 -1.89 -0.69  0.1273
H -0.10 -3.27 0.16  0.1286
H -0.97 -2.63 2.09  0.1115
H -0.08 -1.12 2.14  0.1045
H -2.86 -1.66 1.02  0.1141
H -2.39 -0.47 2.24  0.1233
H -3.23 -0.81 -1.10  0.1114
H -2.80 0.81 -2.90  0.1052
H -1.13 2.64 -2.49  0.1118
H 0.09 2.87 -0.29  -0.2029
H -0.45 1.17 1.45  0.1096
Br 1.20 4.42 -0.35  -0.2868

Properties
**ΔE to the lowest compared entry with this formula, charge and spin**: 0.513 eV
**Calculated total energy**: -3557.54065 Eh
**Strongest force on any atom**: 0.0416 hartree/bohr
**HOMO energy**: -6.56 eV
**Lowest unoccupied orbital energy**: -0.620 eV

***

[7]
Molecular formula: C12H19Cl14N
Method: DFT, wB97M-V/def2-TZVPD

Last column: Löwdin charge in e.
Geometry (Å):
C -6.16 -14.78 3.84  -0.1079
C -5.23 -15.00 4.86  -0.0159
C -5.52 -16.16 5.64  -0.1339
N -6.57 -16.94 5.47  0.0609
C -7.40 -16.70 4.47  -0.2444
C -7.19 -15.64 3.61  -0.1514
H -6.03 -13.96 3.16  0.1013
H -4.36 -14.41 4.88  0.0890
H -4.84 -16.50 6.35  0.0863
H -8.26 -17.29 4.35  0.0449
H -7.87 -15.45 2.83  0.0722
Cl -8.65 -20.18 4.33  0.4763
C -7.62 -20.42 5.81  -0.9218
Cl -6.24 -21.58 5.60  0.4765
H -7.32 -19.42 6.05  -0.0116
H -8.25 -20.82 6.59  0.0190
Cl -5.91 -13.67 -0.84  0.4950
C -6.08 -15.36 -0.28  -0.9826
Cl -5.11 -16.47 -1.29  0.4863
H -5.57 -15.40 0.67  -0.0014
H -7.08 -15.66 -0.30  -0.0076
Cl -10.17 -13.73 -1.07  0.3970
C -10.91 -12.71 0.32  -0.8785
Cl -10.26 -11.02 0.27  0.4612
H -11.93 -12.64 0.00  -0.0038
H -10.77 -13.21 1.29  0.0130
Cl -10.38 -16.94 0.66  0.4853
C -10.60 -18.55 1.37  -1.0058
Cl -9.97 -19.83 0.30  0.5008
H -9.98 -18.53 2.27  -0.0160
H -11.66 -18.69 1.59  0.0351
Cl -5.43 -21.63 2.02  0.4418
C -5.92 -19.97 1.38  -0.9558
Cl -5.84 -18.78 2.64  0.5599
H -5.37 -19.65 0.49  0.0389
H -6.98 -19.98 1.21  -0.0294
Cl -8.90 -12.48 3.83  0.4816
C -9.44 -13.63 5.15  -0.9110
Cl -10.29 -15.05 4.50  0.5328
H -8.58 -13.93 5.70  0.0089
H -10.18 -13.08 5.77  0.0350
Cl -1.59 -19.61 1.86  0.4934
C -1.90 -19.41 3.58  -0.9950
Cl -0.75 -18.19 4.26  0.4549
H -2.82 -18.85 3.69  -0.0139
H -1.78 -20.37 4.09  0.0407

Properties
**SMILES**: c1ccncc1.ClCCl.ClCCl.ClCCl.ClCCl.ClCCl.ClCCl.ClCCl
**Calculated total energy**: -6966.03540 Eh
**Strongest force on any atom**: 0.0640 hartree/bohr
**HOMO energy**: -9.86 eV
**Lowest unoccupied orbital energy**: 0.305 eV

***

[8]
Molecular formula: C12H19Cl2F4NO4S
Method: DFT, wB97M-V/def2-TZVPD

Last column: Löwdin charge in e.
Geometry (Å):
C -1.38 -1.56 -0.71  -0.0979
C -1.51 0.08 -0.75  -0.5441
Cl -2.98 0.81 -1.68  0.6054
C -0.50 0.99 -0.12  -0.5053
Cl -0.84 2.83 -0.33  0.5331
C 0.84 0.44 0.71  -0.2150
C 1.42 1.75 1.53  -0.0862
N 2.55 1.25 2.40  -0.1030
F 2.05 0.34 3.29  0.0726
C 3.79 0.80 1.66  -0.0550
C 3.53 -0.13 0.34  -0.2254
C 4.07 -1.67 0.65  -0.1368
C 3.15 -2.49 1.73  -0.2112
O 1.83 -2.93 1.18  -0.1341
C 2.02 -0.07 -0.30  -0.2563
C 2.02 0.93 -1.62  -0.0744
H -2.49 -1.97 -0.63  0.1061
H -0.96 -1.89 -1.76  0.1053
H -0.75 -1.95 0.20  0.0694
H 0.49 -0.45 1.39  0.1316
H 0.57 2.16 2.25  0.1685
H 1.76 2.63 0.81  0.1561
H 2.85 2.08 2.99  0.2212
H 4.45 1.73 1.35  0.1739
H 4.47 0.16 2.39  0.1612
H 4.26 0.28 -0.51  0.1484
H 4.21 -2.23 -0.38  0.1429
H 5.18 -1.52 1.07  0.1287
H 3.74 -3.51 1.95  0.1391
H 3.05 -1.96 2.78  0.1191
H 1.13 -2.55 1.79  0.0887
H 1.71 -1.14 -0.72  0.1538
H 3.04 0.83 -2.24  0.0992
H 1.82 2.03 -1.28  0.0684
H 1.17 0.52 -2.33  0.1028
C -6.65 0.38 -2.28  -0.5878
F -6.51 -0.24 -3.50  0.0741
F -6.24 -0.54 -1.35  0.0584
F -5.72 1.38 -2.26  0.0097
S -8.39 1.00 -1.98  0.4675
O -9.25 -0.19 -2.04  -0.3556
O -8.66 1.96 -3.06  -0.3564
O -8.36 1.62 -0.65  -0.3609

Properties
**ΔE to the lowest compared entry with this formula, charge and spin**: 5.689 eV
**Calculated total energy**: -2541.99348 Eh
**Strongest force on any atom**: 0.0841 hartree/bohr
**HOMO energy**: -6.84 eV
**Lowest unoccupied orbital energy**: -2.143 eV